(1)
C32H55CeNP2Si as an isolated structure at a distorted geometry. Source: OMol25; level of theory: ωB97M-V with the def2-TZVPD basis set.

Geometry as XYZ:
```
92
Properties=species:S:1:pos:R:3:forces:R:3
Ce -0.090 1.000 -0.464 0.4403 -0.3692 6.5207
C -0.951 -1.396 0.846 0.7567 0.2407 0.0597
C 0.374 -1.659 0.366 -0.4877 1.0180 0.5210
C 0.532 -0.360 2.285 -0.3872 -0.3046 -1.0657
C -0.844 -0.608 2.036 0.8078 -0.1676 -0.9022
C 1.280 -0.957 1.232 -0.6964 -0.0402 -0.2771
C -2.217 -2.011 0.357 -0.6290 -0.2650 0.0650
H -2.129 -2.399 -0.660 0.0270 0.0036 0.0430
H -3.046 -1.289 0.359 0.1197 -0.1542 -0.0360
H -2.541 -2.853 0.991 0.1232 0.2114 -0.1489
C -1.957 -0.252 2.948 -0.5530 0.2938 0.2838
H -2.858 -0.840 2.729 0.1789 0.1489 0.0660
H -2.225 0.813 2.874 -0.0361 -0.3277 0.1117
H -1.685 -0.447 3.995 -0.0675 0.0741 -0.2435
C 1.086 0.244 3.524 0.2622 0.3394 0.2359
H 1.114 -0.500 4.339 -0.0115 0.1920 -0.2471
H 0.466 1.083 3.861 0.2154 -0.0849 -0.0058
H 2.113 0.608 3.365 -0.3595 -0.0323 0.1425
C 2.764 -1.047 1.170 0.6743 0.0052 0.1166
H 3.165 -1.798 1.868 -0.1331 0.1250 -0.1683
H 3.235 -0.094 1.436 -0.0406 -0.1255 0.0005
H 3.124 -1.316 0.170 -0.0853 -0.0184 0.0947
C 0.773 -2.686 -0.634 0.1835 -0.4301 -0.2947
H 1.279 -3.543 -0.151 -0.1819 0.3094 -0.1958
H 1.478 -2.279 -1.371 -0.0413 -0.2481 0.0043
H -0.096 -3.094 -1.168 0.2633 0.0727 0.1583
C -1.442 1.783 -5.523 -1.3624 -1.0052 -0.7280
C -1.757 0.476 -5.624 -1.1292 1.1054 -1.1147
C -1.193 -0.463 -6.651 -0.1096 -0.3011 -0.5232
C 0.285 -0.235 -7.006 -0.5523 -0.2709 -0.5883
C 1.129 0.201 -5.851 1.2773 0.3514 -0.6257
C 1.492 1.474 -5.588 0.9245 -1.0768 -1.2840
C 0.835 2.696 -6.137 0.0536 0.2962 -0.6072
C -0.645 2.522 -6.533 0.7674 0.6834 -0.3957
H -1.800 -0.413 -7.574 0.1314 -0.0100 0.3005
H 0.372 0.459 -7.861 0.0695 -0.2587 0.5458
H -1.302 -1.504 -6.309 -0.1064 0.2932 -0.0160
H -0.720 2.068 -7.525 -0.0599 0.0022 0.3136
H -1.909 2.429 -4.783 -0.1766 -0.2655 -0.0411
H -2.676 0.082 -5.169 0.7382 0.1921 0.3570
H -1.074 3.533 -6.648 0.0898 -0.3668 0.0921
H 0.907 3.521 -5.414 0.0535 -0.1504 -0.0216
H 2.495 1.655 -5.175 -0.7641 -0.1881 0.5676
H 1.407 3.043 -7.019 -0.1719 -0.0267 0.2941
H 0.692 -1.197 -7.376 -0.1289 0.5004 0.1983
H 1.629 -0.648 -5.364 0.0774 0.6078 -0.2037
P -1.622 0.090 -2.476 0.3900 0.3059 0.7304
C -3.182 0.932 -2.822 -0.3684 0.2670 -0.6719
C -1.432 -1.485 -3.318 -0.0365 -0.2304 -0.7346
P 1.748 1.132 -2.392 -1.0233 -0.3028 0.4546
C -0.127 1.148 -3.100 0.7190 -0.7308 -0.1215
C 2.633 -0.263 -3.088 0.5643 -0.1329 -0.5545
C 2.492 2.707 -2.855 -0.0867 0.5344 -0.2515
H -3.340 1.761 -2.115 0.1501 -0.4086 -0.1556
H -3.979 0.188 -2.661 0.2397 0.2223 -0.0249
H -3.246 1.321 -3.839 -0.3182 -0.0541 0.2645
H -1.176 -1.339 -4.373 -0.1582 -0.2928 0.3842
H -2.388 -2.016 -3.233 0.2266 -0.0211 -0.0737
H -0.647 -2.084 -2.845 -0.2154 0.2161 0.0806
H 2.053 3.118 -3.773 0.3581 -0.0268 0.3322
H 3.570 2.540 -2.980 -0.2117 0.1133 -0.0424
H 2.343 3.421 -2.031 0.0813 -0.2415 -0.2155
H -0.411 2.195 -3.281 0.1283 -0.2984 0.0197
H 0.037 0.644 -4.048 -0.0251 0.6559 0.1736
H 3.468 -0.462 -2.399 -0.2598 0.0115 -0.1973
H 3.032 -0.020 -4.078 0.0557 -0.3196 0.2126
H 2.001 -1.161 -3.137 0.1799 0.3382 0.0429
C -2.431 2.939 0.151 -0.3195 -0.2143 -0.2844
Si -1.212 3.677 1.371 1.7368 -0.2813 0.6975
C -0.898 5.472 0.980 -0.3238 0.2509 -0.2402
C -1.956 3.539 3.082 -0.4644 0.0793 0.1757
N 0.277 2.764 1.171 -1.1507 0.3263 -0.9923
C 1.424 3.113 1.876 0.3092 0.0068 0.2971
C 2.687 2.673 1.392 -0.2283 0.4909 0.5498
C 3.855 2.931 2.111 -0.2650 0.0749 0.1361
C 3.808 3.642 3.321 -0.0020 -0.1757 -0.2509
C 2.582 4.105 3.800 -0.3292 -0.0502 -0.3095
C 1.398 3.868 3.090 0.7438 -0.5062 -0.5169
H -3.393 3.401 0.416 0.0798 -0.1904 -0.2292
H -2.595 1.843 0.226 -0.0516 0.3503 0.0571
H -2.221 3.219 -0.893 -0.0513 -0.0435 0.1277
H -1.810 6.073 1.101 0.1838 -0.0163 -0.0532
H -0.125 5.902 1.629 -0.1676 -0.1963 -0.1122
H -0.555 5.571 -0.058 -0.0474 0.0757 0.1424
H -1.673 2.615 3.602 -0.0247 0.2487 -0.1291
H -1.670 4.386 3.722 -0.0892 -0.1955 -0.1810
H -3.053 3.559 2.995 0.2002 -0.0241 0.1778
H 2.726 2.157 0.426 0.0272 0.0538 0.3147
H 4.809 2.570 1.724 -0.1930 0.1391 0.1223
H 4.724 3.841 3.872 -0.1963 -0.0704 -0.1124
H 2.530 4.661 4.740 0.0759 -0.1739 -0.3394
H 0.457 4.243 3.483 0.1941 -0.1416 -0.0579
```
Positions in Å, forces in eV/Å.

Calculated values
Multiplicity: 2
Max |F| in eV/Å: 6.5
E_HOMO (spin up / spin down) in eV: -9.1 / -9.1
<S²>: 0.752
Frontier orbital gap (spin up / spin down) in eV: 6.43 / 6.50
Net charge: +1


(2)
One molecule with the formula C5H12N2O at a distorted geometry. Source: OMol25; level of theory: ωB97M-V with the def2-TZVPD basis set.

Geometry as XYZ:
```
20
Properties=species:S:1:pos:R:3:forces:R:3
C 1.719 0.637 0.272 0.1695 -2.4656 0.5758
C 0.806 -1.148 1.974 0.5069 0.6405 1.0015
N 0.793 -0.813 0.739 -0.7148 1.6159 -1.2373
H 1.726 0.802 -0.801 -0.6104 -0.0376 0.0271
H 1.556 1.536 0.860 -0.4028 -0.3033 0.0120
H 2.685 0.185 0.492 0.1678 0.2497 0.2634
H -0.102 -1.456 2.477 0.0122 -0.6716 -0.2878
H 1.667 -0.911 2.594 -0.0633 0.2259 0.0267
C -0.831 1.643 -1.231 0.2092 0.0992 0.1934
C -0.738 -0.712 -0.096 -0.1750 1.1564 -1.0251
N -0.453 -1.307 -1.364 0.0682 0.1435 0.0329
C -0.915 0.710 -0.076 -0.5097 -0.7556 0.1899
O -1.677 -1.515 0.591 1.1368 0.0067 0.4599
H -2.549 -1.243 0.287 0.1862 0.1998 0.0154
H 0.415 -0.929 -1.727 -0.0716 -0.0375 -0.1031
H -0.330 -2.306 -1.252 -0.0173 0.0124 0.0876
H -1.339 1.089 0.846 0.0774 0.0240 0.1233
H -0.584 1.118 -2.154 0.0016 0.1019 -0.0633
H -1.767 2.189 -1.386 -0.0587 -0.1200 -0.0908
H -0.082 2.432 -1.047 0.0878 -0.0847 -0.2016
```
Positions in Å, forces in eV/Å.

Calculated values
Max |F| in eV/Å: 2.5
E_HOMO (spin up / spin down) in eV: -6.0 / -6.7
ΔE to the lowest compared entry with this formula, charge and spin in kcal/mol: 137.6
Frontier orbital gap (spin up / spin down) in eV: 6.39 / 7.30


(3)
One molecule with the formula C5H8N2. Source: OMol25; level of theory: ωB97M-V with the def2-TZVPD basis set.

Geometry as XYZ:
```
15
Properties=species:S:1:pos:R:3:forces:R:3
C -1.810 -0.472 0.362 -0.0243 -0.0798 0.0839
N -0.517 -0.295 -0.279 0.1460 -0.0996 -0.2858
C -0.244 -0.547 -1.581 -0.2624 -0.1224 -0.0131
C 0.836 0.172 -2.128 -0.2441 0.1342 0.2432
C 1.149 0.911 -1.005 0.1904 0.1540 -0.1233
N 0.377 0.673 0.138 0.2304 -0.1117 -0.2752
C 1.219 0.289 1.288 0.0040 0.0129 0.2844
H -2.413 0.441 0.299 0.1853 -0.1074 0.0196
H -1.708 -0.769 1.409 0.0872 0.0584 -0.1194
H -2.330 -1.267 -0.178 0.1203 0.1098 0.1335
H -0.895 -1.276 -2.062 0.0141 0.2058 0.0067
H 1.934 1.647 -0.841 -0.0180 -0.2335 -0.1295
H 2.199 0.759 1.165 -0.3042 0.0253 0.1184
H 1.374 -0.795 1.261 -0.0214 0.1456 0.1061
H 0.796 0.601 2.242 -0.1034 -0.0916 -0.0495
```
Positions in Å, forces in eV/Å.

Calculated values
Max |F| in eV/Å: 0.4
E_HOMO in eV: -7.5
ΔE to the lowest compared entry with this formula, charge and spin in kcal/mol: 92.1
Frontier orbital gap in eV: 7.93


- What is the formula in the second record?
  C5H12N2O


- The lowest max |F| belongs to which entry?
  C5H8N2